DFT (ωB97M-V/def2-TZVPD) results for a structure of composition C16H18MnO8S6.

Results
electronic energy = -129593.505 eV
max |F| = 3.18 eV/A
Kohn-Sham gap (spin up / spin down) = 7.5703 / 7.4454 eV
molecular weight = 585.65 Da

Structure (ORCA input):
```
! RIJCOSX wB97M-V def2-TZVPD def2/J DEFGRID3
* xyz 0 4
Mn -0.4627 1.7351 -1.2968
C 0.1397 0.6247 5.5541
O 1.2246 0.0019 4.8717
C 1.4360 0.2549 3.5830
C 2.6922 0.5845 3.1680
C 2.9396 1.0002 1.8532
C 1.9419 0.9928 0.8728
C 2.3253 1.2665 -0.5158
C 3.7445 1.6564 -0.8452
O 1.5056 1.1757 -1.4994
C 0.5638 0.7330 1.3540
O -0.4998 1.0236 0.6577
C 0.3806 0.1937 2.6591
H -0.2835 -0.1626 6.2576
H -0.6930 0.9936 4.8914
H 0.6446 1.4731 6.1060
H 3.4767 0.5314 3.9257
H 3.9779 1.2792 1.6204
H 4.4302 0.7490 -0.6927
H 4.1594 2.5123 -0.2692
H 3.6352 1.8976 -1.9039
H -0.6494 -0.1201 2.9567
C -3.4705 -0.1292 -0.7298
O -2.9115 -1.3482 -1.3111
C -1.8424 -1.1920 -2.1266
O -1.1507 -0.1893 -2.2429
H -2.7316 0.6628 -0.6153
H -3.9163 -0.3465 0.2237
H -4.2027 0.1797 -1.4538
C -2.3481 5.3168 -1.9058
S -0.9990 4.2482 -2.3841
O -0.4430 4.6468 -3.6598
O -0.1148 4.1324 -1.1756
O -1.6619 2.7949 -2.5415
H -2.5175 5.9407 -2.8213
H -1.9639 5.9613 -1.0894
H -3.1836 4.7532 -1.5410
C 2.0258 -4.3371 -1.0378
S 1.0426 -3.7469 -2.3697
C -0.4553 -4.3833 -1.8831
C -1.6377 -3.8178 -2.3542
S -1.7257 -2.4330 -3.4742
S -3.0924 -4.7093 -2.0555
C -2.4001 -6.0146 -1.1251
S -3.0521 -7.3364 -0.4183
S -0.6808 -5.7922 -0.8648
H 1.7558 -5.3085 -0.7200
H 1.9604 -3.6172 -0.2616
H 3.0878 -4.3319 -1.3698
*
```

Atom charges from the Löwdin analysis, given in e for atoms 1 to 8: number 1, Mn, carries 0.875; number 2, C, carries -0.065; number 3, O, carries -0.095; number 4, C, carries -0.342; number 5, C, carries -0.024; number 6, C, carries -0.028; number 7, C, carries -0.094; number 8, C, carries -0.323